The following is a quantum chemistry calculation of a structure of composition C35H43ClIrNP2S4, from the Open Molecules 2025 dataset.

Properties
orbital gap (alpha / beta) = 0.2264 / 0.1259 Eh
total energy = -4253.4135 Eh
total charge = +3
2S+1 = 2
highest occupied orbital energy (alpha / beta) = -14.76 / -14.76 eV
relative energy (zero: lowest compared OMol25 entry of this formula, charge and spin) = 0.0 kcal/mol

Geometry (Å):
Ir  0.078499  1.156493  1.352006
C  0.081666  3.169630  4.062936
C  -0.578672  1.879491  4.510696
S  -0.054422  0.381569  3.619848
C  1.674499  0.164674  4.184912
C  2.626285  -0.115070  3.033197
S  2.476048  1.062291  1.657585
C  2.923292  2.630857  2.488006
C  2.001740  3.758145  2.092091
S  0.223744  3.404191  2.246523
H  1.086073  3.265668  4.471925
H  -0.503575  4.013865  4.427556
H  -1.661404  1.915190  4.387793
H  -0.372632  1.691858  5.566092
H  1.673004  -0.667936  4.888942
H  1.959998  1.059189  4.735683
H  2.467050  -1.093677  2.576817
H  3.660426  -0.081340  3.379953
H  3.945728  2.867253  2.192419
H  2.924818  2.461119  3.562979
H  2.132962  4.022108  1.044227
H  2.217087  4.649191  2.684892
C  1.085828  -4.618958  -3.928073
S  -0.621656  -4.145336  -3.586100
C  -0.609861  -2.469472  -4.272063
C  -0.156046  -1.410889  -3.265820
C  -1.190513  -1.273548  -2.162276
N  -0.749633  -0.440057  -1.015673
P  -0.241109  -1.016744  0.495425
C  1.072115  -2.206177  0.198114
C  2.343392  -1.791272  -0.219671
C  3.300877  -2.723201  -0.577563
C  2.997574  -4.080793  -0.538101
C  1.733341  -4.499724  -0.154553
C  0.769200  -3.571038  0.209694
C  -1.566303  -1.938126  1.260716
C  -2.861676  -1.933223  0.743475
C  -3.869502  -2.629053  1.394995
C  -3.588634  -3.321218  2.563991
C  -2.296938  -3.336218  3.080306
C  -1.285504  -2.649371  2.432910
P  -0.672950  1.211552  -0.868822
C  -2.051222  1.961965  -1.692758
C  -3.351284  1.466502  -1.497001
C  -4.413513  2.015509  -2.186477
C  -4.197798  3.054421  -3.086029
C  -2.914766  3.535295  -3.305864
C  -1.842089  2.996219  -2.617103
C  0.861598  1.968894  -1.387077
C  1.013722  3.356839  -1.182219
C  2.165706  3.989018  -1.609294
C  3.183096  3.245999  -2.204309
C  3.048633  1.869307  -2.383235
C  1.897548  1.225813  -1.973295
H  1.217357  -5.628452  -3.542737
H  1.798882  -3.957422  -3.435981
H  1.266284  -4.634086  -5.001138
H  -1.624095  -2.258505  -4.616854
H  0.029098  -2.460319  -5.154276
H  -0.017710  -0.449594  -3.773574
H  0.804052  -1.709989  -2.833179
H  -1.415238  -2.264108  -1.759631
H  -2.120030  -0.856101  -2.554183
H  2.592307  -0.741367  -0.282190
H  4.284097  -2.395907  -0.888834
H  3.748980  -4.808771  -0.814272
H  1.488251  -5.553124  -0.139462
H  -0.212949  -3.920930  0.497073
H  -3.077905  -1.423435  -0.187825
H  -4.869870  -2.641707  0.984451
H  -4.375039  -3.866127  3.068813
H  -2.079156  -3.897295  3.978992
H  -0.273240  -2.697570  2.821402
H  -3.543752  0.638488  -0.825478
H  -5.411984  1.631262  -2.029569
H  -5.033264  3.478784  -3.626768
H  -2.745397  4.325504  -4.024254
H  -0.850295  3.365869  -2.828037
H  0.212446  3.928756  -0.724688
H  2.273727  5.059755  -1.492502
H  4.083053  3.743693  -2.541566
H  3.838573  1.310684  -2.867294
H  1.772117  0.164242  -2.141689
Cl  -2.776291  2.718427  2.007174
C  -2.057725  1.132493  1.646560
H  -2.604636  0.774851  0.785637
H  -2.294461  0.454316  2.462535

Forces on the atoms, in the same order (eV/Å):
Ir -0.5 -0.5 0.4
C 0.0 0.0 0.0
C 0.0 0.0 0.0
S 0.2 0.1 0.0
C 0.0 0.0 -0.1
C 0.0 0.0 0.0
S 0.1 0.1 0.0
C 0.0 -0.1 0.0
C -0.1 0.1 0.1
S 0.1 -0.1 -0.1
H 0.0 0.0 0.0
H 0.0 0.0 0.0
H 0.0 0.0 0.0
H 0.0 0.0 0.0
H 0.0 0.0 0.0
H 0.0 0.0 0.0
H 0.0 0.0 0.0
H 0.0 0.0 0.0
H 0.0 0.0 0.0
H 0.0 0.0 0.0
H 0.0 0.0 0.0
H 0.0 0.0 0.0
C 0.0 0.0 0.0
S 0.0 0.0 0.0
C 0.0 0.0 0.0
C 0.0 0.0 0.0
C 0.0 0.0 0.0
N -0.1 0.1 0.0
P 0.2 -0.2 -0.3
C 0.0 0.0 0.0
C 0.0 0.0 0.1
C 0.0 0.0 0.0
C 0.0 0.0 0.0
C 0.0 0.0 0.0
C 0.0 0.0 0.0
C -0.1 0.1 0.1
C 0.1 0.0 0.0
C 0.0 0.0 0.0
C 0.0 0.0 0.0
C 0.0 0.0 0.0
C 0.0 0.1 0.0
P 0.0 0.1 -0.1
C 0.0 0.1 0.0
C 0.0 -0.1 0.0
C 0.0 0.0 0.0
C 0.0 0.0 0.0
C 0.0 0.0 0.0
C 0.0 0.0 0.0
C 0.0 0.0 0.0
C 0.0 0.0 -0.1
C -0.1 0.0 0.0
C 0.0 0.0 0.0
C 0.0 0.0 0.0
C 0.0 0.0 0.0
H 0.0 0.0 0.0
H 0.0 0.0 0.0
H 0.0 0.0 0.0
H 0.0 0.0 0.0
H 0.0 0.0 0.0
H 0.0 0.0 0.0
H 0.0 0.0 0.0
H 0.0 0.0 0.0
H 0.0 0.0 0.0
H 0.0 0.1 0.1
H 0.0 0.0 0.0
H 0.0 0.0 0.0
H 0.0 0.0 0.0
H 0.0 0.0 0.0
H 0.0 0.0 0.0
H 0.0 0.0 0.0
H 0.0 0.0 0.0
H 0.0 0.0 0.0
H 0.0 0.0 0.0
H 0.0 0.0 -0.1
H 0.0 0.0 0.0
H 0.0 0.0 0.0
H 0.0 0.0 0.0
H 0.0 0.0 0.0
H 0.0 0.0 0.0
H 0.0 0.0 0.0
H 0.0 0.0 0.0
H 0.0 0.0 0.0
H 0.0 0.0 0.0
Cl 0.0 0.0 0.0
C 0.1 0.3 -0.1
H 0.0 -0.1 0.1
H 0.0 0.0 0.1